No. 1
ORCA calculation (ωB97M-V/def2-TZVPD) on a cluster of 10 separate species, C55H102N2O14 in total in a non-equilibrium geometry.

Properties
SMILES string: CCOCCc1cc(-c2cccnc2)c(OCCNC[C@@H](C)O)c2c1C(=O)c1ccccc1C2=O.CC(C)O.CC(C)O.CC(C)O.CC(C)O.CC(C)O.CC(C)O.CC(C)O.CC(C)O.CC(C)O
LUMO energy: -0.83 eV
E_HOMO: -8.311 eV
Net charge: 0

Each line ends with the Löwdin charge.
Element x y z (Å)
H: -2.48014 9.92600 3.39114  0.083
H: 3.29609 3.59783 6.80098  0.079
H: 1.84426 -4.81884 2.75744  0.070
H: -1.09113 7.62310 4.86171  0.133
H: 0.31498 -8.04270 -0.55613  0.136
H: 2.31166 4.23570 5.46893  0.067
O: 4.33017 5.18808 4.02570  -0.062
H: -2.06479 -2.97431 -7.05627  0.081
H: 0.77923 -3.63239 4.58625  0.117
C: -0.51294 -0.64625 2.28898  -0.118
C: 3.01113 -2.46480 -2.41087  0.030
H: 4.39542 -7.27788 3.24844  0.130
C: 1.71252 1.58315 -0.22663  0.040
H: 2.16018 -10.63411 -4.86398  0.081
C: -6.22044 8.33898 8.26585  -0.065
H: -0.24099 -1.55999 -3.35938  0.116
C: 5.75978 4.34330 5.76824  -0.067
C: -1.30211 -2.18886 -7.00812  -0.055
H: -1.17270 -0.05032 -6.86031  0.112
O: -5.09996 2.03136 0.40794  -0.065
H: -5.93834 7.00011 6.60747  0.129
H: -3.59503 -1.27168 -8.28400  0.079
H: 0.12813 -4.84023 2.16113  0.071
H: 1.10939 6.99815 3.30769  0.098
H: 2.86851 -7.78534 1.11805  0.070
H: 1.26895 -3.54996 1.52730  0.061
H: -4.03695 1.42539 -2.79232  0.076
H: -0.08439 -10.10778 0.77121  0.078
C: 2.11850 -3.48500 -4.63631  -0.130
C: 4.37740 4.87019 5.41432  -0.498
C: 1.37660 -0.82283 -1.16358  -0.071
H: 2.10290 1.16455 -4.39273  0.132
H: 6.01448 -8.95861 4.17948  0.081
H: -1.69799 10.05937 4.97950  0.080
H: 5.83251 4.10704 6.83236  0.078
C: 1.16448 3.74317 1.84314  -0.052
H: -0.71419 -2.37284 -6.10656  0.041
H: -6.31998 -0.28152 0.89052  0.080
C: -2.78278 -0.54273 -8.19502  -0.055
C: 0.36419 -0.16454 1.06887  -0.086
H: -6.75517 0.85575 2.15605  0.081
C: 4.30538 -7.62579 4.28015  -0.505
H: 2.96465 0.09749 -9.39412  0.082
C: 0.92778 -9.71516 0.64853  -0.058
H: 2.82160 -8.14063 -0.62030  0.055
O: 2.62127 -7.97029 -2.86390  -0.073
H: -7.60301 5.93616 8.16023  0.080
H: -0.35855 -0.93669 4.47178  0.128
H: -2.17325 -0.58821 -9.09991  0.063
C: 2.30149 3.02526 -0.36046  -0.242
C: 2.53908 5.48130 0.49538  0.000
H: 2.59753 -7.59184 -5.51554  0.080
O: -7.17073 8.52828 6.06257  -0.060
H: 1.42025 -10.26388 -0.15795  0.074
H: 6.52602 5.08145 5.52117  0.078
H: -0.06467 2.11512 -2.29122  0.120
C: -1.87302 1.88199 -4.13122  -0.194
H: -2.08678 0.98767 -3.48874  0.109
C: -3.23618 7.75235 4.94679  -0.068
C: 0.99007 -4.16848 2.42732  -0.061
N: 0.90579 -2.87607 -4.51983  0.040
C: 2.69357 -10.00730 -4.14604  -0.062
C: 4.95015 -6.61685 5.21750  -0.063
H: -3.94731 0.45619 0.99362  0.135
C: 1.67974 -1.79223 -2.33837  -0.114
H: 3.18368 5.64961 -0.39957  0.113
H: -3.24796 0.44437 -8.13649  0.080
H: 1.72314 2.31915 -9.90938  0.082
C: -7.90393 6.67832 7.41748  -0.066
H: -3.28392 8.24569 5.92050  0.077
C: 1.65267 -7.91506 -5.06721  -0.062
C: 2.22352 6.53114 1.46636  -0.042
H: -1.07707 -1.57071 1.99952  0.112
H: 1.46121 -9.91434 1.58315  0.078
H: 4.49827 4.37782 3.52852  0.088
H: -0.64701 -2.28519 -7.87767  0.075
H: 0.99875 1.57492 -11.34971  0.080
H: -7.00037 8.97338 8.69797  0.081
O: 0.65015 0.61054 -8.14796  -0.063
H: -0.02352 2.29548 -10.09060  0.080
C: 0.30573 1.54203 -3.19598  -0.190
H: 3.44519 2.93014 5.16207  0.083
H: -4.95352 2.50266 3.04195  0.081
C: -1.94592 -0.81328 -6.95397  -0.493
C: 1.99314 4.13693 0.70065  -0.068
C: 1.85930 1.61716 -3.38405  -0.143
H: -3.05643 3.79855 -4.30543  0.138
H: -0.04677 -0.18255 -9.88939  0.124
C: 0.88481 1.71695 -10.27260  -0.061
H: -5.68423 -0.51002 2.53150  0.080
O: 0.00416 2.10230 3.08088  0.056
H: 4.82936 -9.38490 5.43118  0.081
C: -4.73275 1.08869 1.41489  -0.495
H: 0.19538 4.61543 3.70894  0.110
C: -6.74403 7.59072 7.04967  -0.505
N: -0.43315 2.13630 -4.36406  -0.053
H: 6.01594 -6.50621 5.00636  0.081
C: 1.90360 -8.74904 -3.82039  -0.493
C: 0.88995 -8.22323 0.35522  -0.488
O: 3.05055 3.35016 -1.26456  0.077
H: -4.89787 2.99355 -3.15101  0.077
H: 2.18555 2.69693 -3.46889  0.124
O: 0.22098 -7.54616 1.41847  -0.066
H: 4.18520 5.79490 5.96372  0.138
H: -5.86848 7.64720 9.03438  0.080
H: 4.83098 -6.92384 6.26115  0.082
H: -5.79419 2.59701 0.76797  0.091
H: -3.88905 1.13078 3.41419  0.079
H: -3.38080 6.67905 5.09116  0.080
C: -5.93888 0.23491 1.77429  -0.064
H: -2.59452 7.69120 2.45883  0.090
H: -0.25982 3.14416 -4.28697  0.105
H: 2.81857 -8.03115 5.48226  0.086
C: 0.50312 -3.19189 3.58920  -0.256
C: 3.14162 -3.30784 -3.61148  -0.060
H: -3.33702 2.44518 2.35717  0.077
H: 1.09426 -7.01011 -4.81709  0.077
H: 2.24845 -6.58200 -0.00229  0.082
C: 0.83819 4.80624 2.82020  0.001
C: 0.63600 2.28644 2.05193  -0.260
C: 1.92380 0.55084 -1.26415  -0.159
C: -3.95364 2.54535 -2.73568  -0.047
O: -1.91954 3.87874 -2.56091  -0.080
C: 0.82223 0.38290 -9.54506  -0.498
H: -0.03150 0.46703 -3.16293  0.096
H: 2.87569 -10.59077 -3.24065  0.077
O: 2.63815 0.87186 -2.41454  -0.077
H: 3.80808 -2.32919 -1.64942  0.117
C: -1.90848 8.02399 4.25668  -0.505
C: -2.66748 3.10628 -3.51778  -0.363
H: 4.47106 -5.64039 5.11765  0.078
H: -3.46436 -1.39484 -5.86613  0.086
O: 1.21413 -1.95422 3.40890  -0.186
C: 1.35734 6.16414 2.59926  -0.057
H: 2.23585 -0.63877 -10.83636  0.080
C: 0.34488 -0.81586 3.60344  -0.189
H: 0.94962 -9.02241 -3.36338  0.138
H: -8.27608 6.15645 6.53321  0.080
H: 1.41309 1.11007 -7.83155  0.093
C: -4.19596 1.82807 2.63116  -0.064
C: 0.60447 -1.17866 0.02263  0.056
H: -0.74477 9.69359 3.52780  0.077
H: 0.20350 -2.22021 0.13015  0.118
H: -1.27295 0.16938 2.45380  0.103
C: 4.94869 -8.99720 4.41485  -0.064
C: -1.69628 9.51349 4.03334  -0.063
O: -1.87623 7.34537 3.00288  -0.063
C: 2.28961 -7.65547 0.19676  -0.061
H: -0.61602 -3.06737 3.58675  0.112
H: 1.01999 0.05842 3.81111  0.122
H: -1.85846 3.36662 -1.73298  0.083
C: 0.75426 -2.08285 -3.43134  -0.094
H: 2.03149 -1.38217 -9.23767  0.076
O: 2.91069 -7.72408 4.57206  -0.066
C: 3.29713 3.84908 5.73768  -0.060
H: -3.90940 2.80052 -1.63730  0.063
H: 1.08814 -8.47899 -5.81300  0.081
H: 4.46857 -9.71331 3.74408  0.077
H: 4.12032 -3.83585 -3.76588  0.094
H: 3.67312 -9.75464 -4.56341  0.081
H: -7.88318 9.05636 6.44300  0.086
H: 0.72208 -7.69867 2.23066  0.080
H: -4.07236 8.10512 4.33569  0.085
H: 5.99090 3.44110 5.19383  0.081
H: 2.62804 7.56419 1.34163  0.105
H: -2.34535 1.67087 -5.13627  0.114
H: 2.35251 -4.13125 -5.51455  0.106
H: -8.74100 7.25634 7.82077  0.081
C: 0.90171 1.21392 0.98130  0.009
O: -2.77596 -0.72225 -5.79210  -0.075
H: -5.39577 8.99772 7.98463  0.074
C: 2.08581 -0.43214 -9.77422  -0.060
H: 3.46723 -7.72228 -3.25731  0.093

No. 2
ORCA calculation (ωB97M-V/def2-TZVPD) on a structure of composition C30H44N4OP2PtSi in a non-equilibrium geometry.

Properties
Spin multiplicity: 5
LUMO energy (alpha / beta): -6.40 / -9.03 eV
E_HOMO (alpha / beta): -12.936 / -13.208 eV
Net charge: +2
Relative energy (zero: lowest compared OMol25 entry of this formula, charge and spin): 271.7 kJ/mol

Each line ends with the Löwdin spin population.
Element x y z (Å)
H: -1.51206 -2.82539 -6.24324  0.001
C: -1.40274 -2.51911 -5.20925  0.009
C: -3.58258 2.03855 0.97666  0.002
C: 2.94475 -3.28968 0.64717  0.000
P: 0.46933 1.12657 1.36647  0.315
H: 3.56762 0.94250 3.18082  0.013
H: 1.32423 -4.72255 0.54439  0.001
N: 0.78775 2.59504 1.98755  0.006
Si: -2.74205 1.26073 2.46498  0.008
H: 0.47440 -4.10578 -1.59752  0.013
P: -0.49672 -0.00203 -2.23866  0.225
H: 3.92225 -3.19824 0.18519  0.000
H: 3.75773 0.01293 -1.62366  0.001
H: -3.76426 2.28694 4.43551  0.000
C: -1.67131 -3.32133 -4.07005  0.001
C: -0.20589 3.56492 1.74564  0.005
C: -2.91844 1.36365 -2.75873  0.004
C: 0.76216 -0.66322 3.53531  0.338
C: 1.04902 1.82312 -0.62856  0.346
H: -1.02181 3.34922 1.05887  0.000
H: -1.40810 -0.13095 0.16621  0.022
C: 2.64281 -0.81669 0.00855  0.132
H: -0.15161 1.92697 -4.43819  0.000
H: 1.07470 1.83454 -2.81969  0.014
H: 3.42611 -1.70121 -3.14711  0.001
H: 2.11220 1.92290 -0.33169  0.005
C: 2.36266 -1.94659 0.86788  0.056
N: -1.52067 1.30274 -2.86931  0.043
H: -0.24443 -0.85542 3.21902  0.014
C: -1.18713 1.90207 -4.10967  0.013
C: 2.81907 -0.70793 4.47095  0.121
C: -3.42962 2.01636 -3.86698  0.001
H: 2.76145 0.14157 0.51422  0.012
C: 2.77363 0.27835 3.46296  0.364
H: 1.16561 -2.08752 5.15606  0.003
C: 1.28595 4.42003 3.22458  0.003
C: -2.78508 2.41301 3.93860  0.003
C: -0.93945 -1.28893 -4.78204  0.004
C: 1.76863 3.19963 2.79074  0.002
H: -3.41404 0.94319 -1.89742  0.001
H: -1.08178 -1.76979 0.91025  0.062
C: 0.01338 4.63186 2.56323  0.000
H: -2.34701 2.82941 -5.68201  0.001
H: -2.88297 2.25308 0.15947  0.000
C: 3.64543 -0.96069 -1.11765  0.020
Pt: 0.80170 -1.59519 -0.46442  0.577
H: -4.36587 1.35846 0.61555  0.000
H: 1.19756 -2.38583 -3.02076  0.005
O: -1.08068 0.91267 1.94521  0.069
C: 1.52938 -1.30761 4.50537  0.144
H: 2.70672 2.69378 2.99689  0.001
H: -4.78722 0.30687 3.46821  0.000
H: 4.65719 -1.18659 -0.73289  0.005
H: -1.40784 -2.83375 -1.91218  0.003
C: 0.97298 1.08955 -2.00664  0.059
H: -2.03438 -4.34344 -4.03215  0.000
H: -1.93012 -1.64351 -0.67732  0.021
C: -3.92255 -0.14814 2.95335  0.002
H: -4.46684 2.22344 -4.07246  0.000
C: 3.22296 -2.07037 -2.13039  0.016
H: 2.29256 -1.68882 1.94556  0.018
H: 0.64708 2.86208 -0.66601  0.020
C: 2.05067 -4.23577 -0.13678  0.011
H: 1.74079 5.09087 3.95722  0.000
H: 3.10698 -3.79124 1.60781  0.000
H: -0.69915 5.44868 2.70682  0.000
H: -3.50705 -0.88927 3.64782  0.000
C: 1.75542 -2.46043 -2.07671  0.102
C: -2.32444 2.34497 -4.71446  0.003
H: 3.86866 -2.94923 -1.95761  0.003
H: -4.32135 -0.67633 2.07556  0.000
H: 3.63577 -0.91372 5.14343  0.002
H: 2.64089 -5.08592 -0.52128  0.002
H: -2.69385 3.45627 3.60645  0.000
N: 1.49550 0.33242 2.90242  0.168
H: -1.99123 2.18641 4.66405  0.000
H: -4.06475 2.98072 1.28037  0.000
C: -1.18084 -1.18446 -0.03457  0.424
C: -1.36384 -2.56219 -2.95699  0.010
H: 1.83925 0.40691 -2.14557  0.000
N: -0.88796 -1.30837 -3.39005  0.032
C: 1.27700 -3.49429 -1.19083  0.118
H: -0.61019 -0.40646 -5.33185  0.000

No. 3
ORCA calculation (ωB97M-V/def2-TZVPD) on a cluster of 2 separate species, C3H7N2O in total in a non-equilibrium geometry.

Properties
Spin multiplicity: 3
LUMO energy (alpha / beta): -4.92 / -7.08 eV
E_HOMO (alpha / beta): -10.625 / -13.539 eV
Net charge: +1
Relative energy (zero: lowest compared OMol25 entry of this formula, charge and spin): 230.6 kJ/mol

Each line ends with the Löwdin spin population.
Element x y z (Å)
O: -0.27866 -1.28573 0.78147  0.682
H: 1.20406 -0.06404 1.50502  0.001
H: -3.42227 1.51562 -0.49842  0.067
C: 1.58027 -0.44271 -0.38032  0.072
N: 0.79766 -0.57466 0.73592  0.151
N: 2.54115 0.40968 -0.42281  0.125
H: 1.22182 -1.15699 -1.21426  0.000
H: -2.34914 1.17133 0.99162  0.041
H: -2.02939 -1.26339 -0.69334  0.044
C: -2.71102 0.74494 0.08516  0.165
C: -2.38366 -0.41583 -0.20769  0.648
H: 2.76880 0.73981 0.52037  0.001
H: 3.06037 0.62197 -1.20273  0.003

No. 4
ORCA calculation (ωB97M-V/def2-TZVPD) on an isolated molecule of C5H10NP in a non-equilibrium geometry.

Properties
SMILES string: [H]/N=C(C)/C(C)=P/C
LUMO energy: -0.07 eV
E_HOMO: -8.796 eV
Net charge: 0
Relative energy (zero: lowest compared OMol25 entry of this formula, charge and spin): 108.4 kJ/mol

Each line ends with the Löwdin charge.
Element x y z (Å)
C: -1.08747 0.93287 0.44769  -0.447
H: 2.02692 -2.70914 0.12076  0.015
H: 1.57088 -3.28597 -1.37659  0.016
H: 1.41526 1.71343 0.79014  0.055
N: -0.81307 1.98087 1.17213  0.141
H: -1.56586 2.46345 1.52024  0.011
C: 1.58813 -2.37433 -0.80244  -0.331
H: 2.20904 0.34390 0.43314  0.050
C: -2.42539 0.40993 0.00400  -0.102
P: -0.06659 -1.48067 -0.44820  0.971
C: 0.12833 0.18234 -0.08295  -0.520
H: 1.82942 1.51789 -0.74055  0.086
H: -2.69970 0.24859 -1.02346  0.071
H: -2.54973 -0.45976 0.66461  0.069
H: -3.11490 1.15172 0.45685  0.078
C: 1.40311 0.91865 0.06351  -0.161
H: 2.15164 -1.55375 -1.19888  -0.001

For the records above, the corresponding calculated total energy values read -90329.0305; -69510.8946; -8237.9529; -16123.7856 eV.